A cluster of 6 separate species, C45H77FN7O8P in total in a non-equilibrium geometry. Source: the Open Molecules 2025 dataset; level of theory: ωB97M-V/def2-TZVPD.

Atoms and positions in Å:
C: 6.338 -2.324 3.707
C: 5.825 -1.638 2.345
C: 4.266 -1.988 2.111
C: 3.687 -0.896 1.078
C: 4.161 -1.124 -0.446
C: 3.151 -0.266 -1.374
C: 3.515 1.304 -1.401
C: 2.263 2.255 -1.714
C: 1.079 2.181 -0.629
C: 1.438 2.952 0.763
C: 0.073 3.663 1.251
C: -0.772 2.835 2.338
C: -0.879 1.259 2.059
C: -2.149 0.842 1.129
C: -2.755 -0.488 1.794
C: -4.086 -0.522 2.629
C: -4.917 0.822 2.834
C: -4.650 -1.842 3.278
C: -6.022 -1.911 4.095
C: -7.206 -2.016 2.974
F: -6.221 -0.819 5.008
C: -3.853 -3.191 3.129
P: -4.389 -4.838 3.862
O: -4.647 -4.762 5.393
C: -2.548 -3.154 2.302
C: -2.023 -1.849 1.637
C: -0.700 -2.249 0.856
O: 0.131 -1.458 0.358
N: -0.609 -3.718 0.848
C: -1.218 -4.417 -0.326
C: -0.688 -5.843 -0.743
C: -1.487 -6.407 -1.959
C: -2.616 -5.683 -2.711
N: -3.050 -4.401 -2.291
C: -2.382 -3.864 -1.166
C: -1.485 -4.277 1.935
O: -1.297 -5.434 2.360
H: 5.980 -3.423 3.675
H: 7.480 -2.272 3.733
H: 5.842 -1.778 4.577
H: 5.912 -0.495 2.440
H: 6.423 -1.959 1.420
H: 3.667 -1.908 3.093
H: 4.168 -3.070 1.754
H: 2.539 -0.900 1.203
H: 4.037 0.138 1.426
H: 4.052 -2.256 -0.644
H: 5.233 -0.760 -0.612
H: 2.104 -0.418 -0.946
H: 3.126 -0.722 -2.437
H: 4.252 1.438 -2.284
H: 4.073 1.637 -0.448
H: 2.622 3.322 -1.922
H: 1.802 1.885 -2.711
H: 0.716 1.103 -0.424
H: 0.170 2.704 -1.122
H: 1.897 2.245 1.546
H: 2.255 3.730 0.531
H: -0.632 3.978 0.406
H: 0.387 4.660 1.778
H: -1.855 3.245 2.285
H: -0.432 3.064 3.419
H: 0.067 0.773 1.649
H: -1.070 0.760 3.086
H: -1.787 0.555 0.083
H: -2.886 1.707 1.073
H: -6.051 0.612 2.765
H: -4.699 1.633 2.064
H: -4.739 1.225 3.900
H: -6.130 -2.875 4.720
H: -8.168 -1.502 3.301
H: -6.796 -1.621 1.980
H: -7.382 -3.146 2.813
H: -3.350 -5.825 3.682
H: -5.543 -5.329 3.138
H: 0.164 -6.378 -0.220
H: -1.204 -7.459 -2.328
H: -3.115 -6.216 -3.600
H: -2.774 -2.836 -0.816
C: -6.256 -3.935 -4.228
N: -5.772 -4.661 -5.381
C: -6.393 -5.654 -6.076
C: -7.761 -6.085 -5.621
O: -5.836 -6.166 -7.038
H: -6.287 -2.873 -4.483
H: -5.548 -4.087 -3.410
H: -7.246 -4.263 -3.916
H: -4.860 -4.428 -5.747
H: -8.124 -6.882 -6.271
H: -7.714 -6.468 -4.599
H: -8.458 -5.247 -5.680
C: 5.107 7.927 2.670
N: 3.960 7.367 1.986
C: 3.131 6.372 2.403
C: 3.404 5.740 3.741
O: 2.197 6.017 1.693
H: 4.929 8.995 2.813
H: 5.983 7.793 2.032
H: 5.284 7.456 3.634
H: 3.713 7.741 1.079
H: 2.661 4.965 3.933
H: 4.394 5.278 3.743
H: 3.334 6.490 4.532
C: -2.109 -2.507 -4.754
N: -3.311 -2.008 -5.384
C: -3.571 -0.748 -5.828
C: -2.498 0.294 -5.664
O: -4.652 -0.493 -6.342
H: -1.718 -3.324 -5.366
H: -2.378 -2.895 -3.771
H: -1.347 -1.738 -4.646
H: -4.078 -2.650 -5.529
H: -2.852 1.244 -6.064
H: -2.265 0.430 -4.606
H: -1.601 0.000 -6.214
C: 4.591 -5.911 -3.367
N: 4.777 -4.480 -3.255
C: 5.935 -3.792 -3.059
C: 7.213 -4.579 -2.937
O: 5.915 -2.572 -2.988
H: 4.140 -6.123 -4.338
H: 3.906 -6.231 -2.578
H: 5.528 -6.457 -3.276
H: 3.964 -3.884 -3.327
H: 8.046 -3.893 -2.785
H: 7.158 -5.253 -2.080
H: 7.394 -5.145 -3.854
C: 0.953 10.870 1.869
N: 1.923 10.439 2.852
C: 2.603 11.197 3.756
C: 2.344 12.679 3.772
O: 3.396 10.666 4.524
H: 0.013 10.348 2.062
H: 1.318 10.588 0.879
H: 0.783 11.945 1.900
H: 2.150 9.454 2.903
H: 2.958 13.145 4.544
H: 2.611 13.117 2.807
H: 1.294 12.875 4.000

Output
highest occupied orbital energy	-9.4	eV
DFT total energy	-3186.9796	Eh
SMILES string	CCCCCCCCCCCCCCc1c(C)c([C@H](C)F)c([PH2]=O)c2c1C(=O)N(c1cccnc1)C2=O.CNC(C)=O.CNC(C)=O.CNC(C)=O.CNC(C)=O.CNC(C)=O
net charge	0

A cluster of 2 separate species, C2HNO3S in total in a non-equilibrium geometry. Source: the Open Molecules 2025 dataset; level of theory: ωB97M-V/def2-TZVPD.

Atoms and positions in Å:
O: -0.804 2.334 -0.751
C: -0.547 1.174 -0.899
N: -0.217 0.178 -1.766
O: -0.126 0.112 -0.290
H: -1.134 -0.183 -2.131
O: 2.704 -0.158 -1.246
C: 2.624 0.013 -0.133
S: 2.588 0.270 1.418

Output
ΔE to the lowest compared entry with this formula, charge and spin	58.9	kcal/mol
highest occupied orbital energy	-10.4	eV
DFT total energy	-755.3943	Eh
SMILES string	O=C1NO1.O=C=S
net charge	0

The molecule C4H6N2O in a non-equilibrium geometry. Source: the Open Molecules 2025 dataset; level of theory: ωB97M-V/def2-TZVPD.

Atoms and positions in Å:
O: 2.120 1.093 -0.217
C: 1.895 -0.051 0.197
N: 1.040 -1.079 -0.228
C: -0.190 -1.145 -0.065
N: -1.068 -0.294 0.530
C: -2.242 0.099 -0.239
C: -1.274 1.181 0.023
H: 2.407 -0.615 1.117
H: -0.680 -2.149 -0.255
H: -2.268 -0.288 -1.243
H: -3.211 0.072 0.193
H: -1.537 1.735 0.996
H: -0.607 1.613 -0.683

Output
ΔE to the lowest compared entry with this formula, charge and spin	74.2	kcal/mol
highest occupied orbital energy	-9.9	eV
DFT total energy	-340.6766	Eh
SMILES string	O=C/N=C\N1CC1
net charge	0

net charge of number 2 (C2HNO3S)?
0

net charge of number 2 (C2HNO3S)?
0

Which of these has the lowest highest occupied orbital energy?
C2HNO3S